Model A:
Computed, not measured: the ion C5H11N with charge -1, with the ωB97M-V functional and the def2-TZVPD basis.

Properties
E_LUMO (spin up / spin down), eV: 4.26 / 4.03
Total charge: -1
HOMO level (spin up / spin down), eV: 1.321 / -4.355
Spin multiplicity: 2

Last column: Mulliken spin population.
Element x y z (Å)
C1 0.07 1.75 0.92  0.3933
C2 0.90 0.75 0.02  0.3913
C3 0.42 -0.73 0.18  0.7534
C4 0.98 -1.43 1.24  0.2948
C5 -1.46 -0.60 -1.46  3.7140
N1 -0.42 -1.34 -0.75  -0.8437
H1 -0.86 2.12 0.39  -0.1258
H2 -0.26 1.29 1.85  -0.1785
H3 0.58 2.70 1.19  -0.1260
H4 1.98 0.85 0.40  -0.3305
H5 0.77 1.22 -1.04  -0.1575
H6 0.67 -2.39 1.55  -0.0247
H7 1.87 -1.20 1.72  -0.1917
H8 -2.62 -0.70 -1.08  -0.3841
H9 -1.47 -0.63 -2.58  -1.1628
H10 -1.10 0.51 -1.51  -0.6476
H11 -0.08 -2.18 -1.02  -0.3740

---

Model B:
Computed, not measured: the ion C5H11N with charge -1, with the ωB97M-V functional and the def2-TZVPD basis.

Properties
E_LUMO (spin up / spin down), eV: 4.08 / 4.05
Total charge: -1
HOMO level (spin up / spin down), eV: 0.708 / -3.317
Spin multiplicity: 2

Last column: Mulliken spin population.
Element x y z (Å)
C1 1.18 1.63 -1.73  -0.0199
C2 0.54 0.43 -0.99  0.0402
C3 0.99 0.12 0.44  0.0206
C4 -0.25 -0.46 1.21  0.0385
C5 -2.18 -1.80 1.00  0.5328
N1 -1.05 -1.34 0.44  0.3393
H1 0.60 2.52 -1.37  -0.0012
H2 2.25 1.72 -1.56  -0.0021
H3 0.87 1.49 -2.78  -0.0003
H4 -0.55 0.51 -0.92  0.0005
H5 0.45 -0.50 -1.58  0.0027
H6 1.73 -0.69 0.49  0.0069
H7 1.24 0.96 1.09  0.0020
H8 -0.72 0.45 1.67  -0.0168
H9 0.19 -0.97 2.08  -0.0137
H10 -2.82 -2.51 0.47  0.0246
H11 -2.46 -1.56 2.03  0.0460

---

Result of the stability comparison: model B is the most stable of them.

---

Model A:
Computed, not measured: a structure of composition C6H12N, with the ωB97M-V functional and the def2-TZVPD basis.

Properties
E_LUMO (spin up / spin down), eV: -5.90 / -5.90
Total charge: +1
HOMO level (spin up / spin down), eV: -13.588 / -13.590

Last column: Mulliken charge in e.
Element x y z (Å)
C1 -1.03 -0.51 0.59  -0.0132
C2 -2.03 0.66 0.81  -0.5103
C3 2.68 -0.34 -0.30  -1.0124
C4 0.69 0.25 1.11  -0.8915
C5 -1.62 0.01 -1.86  -0.7573
C6 2.02 -0.25 1.05  0.1498
N1 -1.78 -0.06 -0.39  0.0790
H1 -3.04 0.66 1.32  0.2260
H2 -1.71 1.61 0.89  0.3099
H3 2.83 -1.49 -0.55  0.2921
H4 3.69 -0.01 -0.24  0.3915
H5 2.04 0.15 -1.00  0.3211
H6 0.28 0.46 2.15  0.3264
H7 0.55 1.02 0.38  0.3512
H8 -1.19 -1.46 1.00  0.3958
H9 -1.02 -0.77 -2.25  0.3202
H10 -1.24 0.99 -2.18  0.3316
H11 -2.61 -0.04 -2.31  0.3167
H12 2.47 -0.88 1.80  0.3733

---

Model B:
Computed, not measured: the ion C6H12N with charge +1, with the ωB97M-V functional and the def2-TZVPD basis.

Properties
E_LUMO, eV: -2.88
Total charge: +1
Structure (SMILES): C[N+](C)(C)C1C=C1
HOMO level, eV: -14.292

Last column: Mulliken charge in e.
Element x y z (Å)
C1 0.20 -0.02 1.37  -1.1250
N1 -0.25 0.06 -0.09  0.4014
C2 -1.60 -0.59 -0.32  -1.1799
C3 -0.48 1.50 -0.49  -0.7853
C4 0.83 -0.58 -0.92  -0.3905
C5 2.37 -0.52 -0.75  -0.2570
C6 1.92 -1.64 -0.17  -0.5800
H1 -0.66 0.16 1.95  0.4475
H2 0.58 -0.97 1.42  0.3871
H3 0.99 0.74 1.58  0.4337
H4 -2.29 -0.11 0.29  0.5418
H5 -1.86 -0.67 -1.39  0.3963
H6 -1.62 -1.64 0.14  0.3545
H7 -0.26 2.13 0.47  0.3112
H8 0.26 1.81 -1.13  0.3834
H9 -1.50 1.73 -0.83  0.3253
H10 0.55 -0.89 -1.96  0.4914
H11 3.17 -0.01 -1.14  0.4498
H12 2.02 -2.50 0.50  0.3943

---

Model C:
Computed, not measured: the ion C6H12N with charge +1, with the ωB97M-V functional and the def2-TZVPD basis.

Properties
E_LUMO, eV: -3.47
Total charge: +1
Structure (SMILES): CC(C)([NH3+])C1=CC1
HOMO level, eV: -13.535

Last column: Mulliken charge in e.
Element x y z (Å)
C1 1.01 1.34 0.79  -1.6465
C2 0.52 0.05 0.16  1.1532
C3 0.96 -1.19 0.91  -1.5707
N1 0.99 -0.04 -1.27  -0.1544
C4 -1.10 0.07 0.08  0.0120
C5 -2.30 0.33 0.45  -0.5172
C6 -2.15 -0.36 -0.90  -0.9563
H1 2.10 1.40 0.79  0.4299
H2 0.67 1.38 1.82  0.4014
H3 0.60 2.21 0.28  0.4527
H4 2.04 -1.19 1.07  0.4329
H5 0.48 -1.21 1.89  0.4028
H6 0.67 -2.10 0.38  0.4555
H7 1.82 -0.64 -1.34  0.3999
H8 1.22 0.89 -1.64  0.3708
H9 0.22 -0.44 -1.84  0.3573
H10 -3.01 0.71 1.15  0.4108
H11 -2.42 -1.41 -0.98  0.2584
H12 -2.33 0.21 -1.80  0.3075

---

Model D:
Computed, not measured: the ion C6H12N with charge +1, with the ωB97M-V functional and the def2-TZVPD basis.

Properties
E_LUMO (spin up / spin down), eV: -4.00 / -5.03
Total charge: +1
HOMO level (spin up / spin down), eV: -13.446 / -12.540

Last column: Mulliken charge in e.
Element x y z (Å)
C1 1.80 -1.39 0.25  0.0126
C2 1.30 -2.50 -0.18  -0.5236
C3 1.51 0.07 0.61  -0.9295
C4 0.02 0.50 0.51  0.1627
C5 -1.00 0.01 1.52  -1.0694
C6 -1.10 1.79 -1.26  -0.8567
N1 -0.43 0.52 -0.85  -0.1902
H1 0.25 -2.74 -0.49  0.2123
H2 2.06 -3.39 -0.33  0.2305
H3 1.71 0.32 1.70  0.4091
H4 2.17 0.61 0.01  0.4896
H5 -0.47 0.05 2.50  0.3473
H6 -1.35 -0.89 1.21  0.3786
H7 -1.76 0.85 1.51  0.3414
H8 -2.10 1.73 -0.84  0.3749
H9 -0.63 2.61 -0.87  0.3868
H10 -1.30 1.84 -2.43  0.3225
H11 0.50 0.27 -1.35  0.4457
H12 -1.18 -0.26 -1.25  0.4553

---

Result of the stability comparison: model C is the most stable of them.

---

Model A:
Computed, not measured: a cluster of 2 separate species, C4H9N2O2 in total, with the ωB97M-V functional and the def2-TZVPD basis.

Properties
E_LUMO, eV: 3.98
Total charge: -1
HOMO level, eV: -3.771

Last column: Mulliken charge in e.
Element x y z (Å)
O1 -0.72 -1.94 -1.21  -0.7847
C1 -0.57 -1.13 -0.28  0.2747
N1 -0.16 -1.32 0.94  -0.7388
C2 2.28 0.51 1.33  -0.0035
O2 2.88 1.45 1.79  -0.4841
C3 -0.79 0.43 -0.48  0.7093
C4 -2.29 0.69 -0.16  -1.5832
N2 -0.40 1.04 -1.80  -0.7248
H1 -0.11 -2.25 1.23  0.1651
H2 1.78 0.71 0.48  0.2155
H3 2.50 -0.53 1.92  0.2542
H4 -0.23 1.04 0.30  0.0478
H5 -2.48 1.82 -0.45  0.3141
H6 -2.99 0.17 -0.77  0.4066
H7 -2.70 0.44 0.85  0.3848
H8 0.35 0.41 -2.27  0.2803
H9 -1.26 1.03 -2.42  0.2667

---

Model B:
Computed, not measured: the ion C4H9N2O2 with charge -1, with the ωB97M-V functional and the def2-TZVPD basis.

Properties
E_LUMO, eV: 3.89
Total charge: -1
Structure (SMILES): NCCNCC(=O)[O-]
HOMO level, eV: -3.840

Last column: Mulliken charge in e.
Element x y z (Å)
N1 -0.49 -2.53 1.19  -0.6301
C1 -0.95 -1.56 0.16  -0.2712
C2 0.21 -0.69 -0.33  -0.4929
N2 -0.26 0.48 -1.03  -0.4675
C3 0.73 1.59 -0.96  -0.6441
C4 0.74 2.44 0.34  0.5779
O1 1.33 3.52 0.19  -0.7487
O2 0.14 1.94 1.33  -0.7017
H1 0.26 -2.05 1.68  0.2511
H2 -1.27 -2.69 1.80  0.2269
H3 -1.37 -2.10 -0.69  0.2576
H4 -1.75 -0.92 0.55  0.2871
H5 0.93 -0.51 0.49  0.3043
H6 0.76 -1.23 -1.13  0.1692
H7 -1.12 0.83 -0.63  0.2849
H8 0.38 2.27 -1.75  0.2840
H9 1.71 1.21 -1.23  0.3131

---

Model C:
Computed, not measured: the ion C4H9N2O2 with charge -1, with the ωB97M-V functional and the def2-TZVPD basis.

Properties
E_LUMO, eV: 3.55
Total charge: -1
Structure (SMILES): CNCNCC(=O)[O-]
HOMO level, eV: -3.596

Last column: Mulliken charge in e.
Element x y z (Å)
C1 2.23 -0.85 -0.05  -0.7234
N1 1.55 0.31 -0.70  -0.3468
C2 0.75 1.10 0.29  -0.5676
N2 -0.52 0.47 0.73  -0.2624
C3 -1.59 0.55 -0.31  -0.2462
C4 -2.67 -0.61 0.07  0.3916
O1 -3.32 -1.26 -0.84  -0.7061
O2 -2.91 -0.98 1.40  -0.7376
H1 3.03 -1.34 -0.71  0.2625
H2 2.72 -0.59 0.96  0.2486
H3 1.43 -1.64 0.18  0.2664
H4 0.97 -0.05 -1.47  0.2736
H5 1.43 1.22 1.22  0.2915
H6 0.62 2.18 -0.10  0.2300
H7 -0.35 -0.53 0.91  0.2299
H8 -1.22 0.47 -1.39  0.2100
H9 -2.16 1.54 -0.19  0.1860

---

Result of the stability comparison: model B is the most stable of them.

---

Model A:
Computed, not measured: a cluster of 2 separate species, C5H16NO2 in total, with the ωB97M-V functional and the def2-TZVPD basis.

Properties
E_LUMO, eV: -3.04
Total charge: +1
HOMO level, eV: -14.177

Last column: Mulliken charge in e.
Element x y z (Å)
C1 0.02 1.94 -1.71  -1.4668
C2 0.00 1.21 -0.36  0.3050
C3 -1.14 0.25 -0.18  -0.9911
C4 -1.05 -0.66 1.04  -0.5954
C5 -1.10 0.13 2.32  -0.5437
O1 0.24 0.68 2.48  -0.5679
N1 1.34 0.53 -0.05  -0.2641
H1 0.38 1.28 -2.52  0.4005
H2 0.63 2.82 -1.61  0.4165
H3 -0.99 2.10 -2.08  0.3859
H4 0.05 1.99 0.39  0.2866
H5 -1.26 -0.40 -1.06  0.4351
H6 -2.06 0.82 -0.24  0.4283
H7 -0.07 -1.16 1.05  0.2936
H8 -1.81 -1.44 0.96  0.3757
H9 -1.90 0.88 2.28  0.3433
H10 -1.24 -0.48 3.21  0.4058
H11 0.22 1.26 3.26  0.3022
H12 1.41 0.53 0.97  0.3247
H13 2.09 1.08 -0.47  0.4090
H14 1.46 -0.35 -0.55  0.3139
H15 2.24 -4.04 -2.05  0.3214
H16 1.15 -4.94 -2.61  0.3234
O2 1.39 -4.02 -2.50  -0.6418

---

Model B:
Computed, not measured: a cluster of 2 separate species, C5H16NO2 in total, with the ωB97M-V functional and the def2-TZVPD basis.

Properties
E_LUMO, eV: -3.16
Total charge: +1
HOMO level, eV: -14.320

Last column: Mulliken charge in e.
Element x y z (Å)
C1 1.69 -1.53 -0.20  -0.4724
O1 1.70 -1.52 -1.58  -0.5854
C2 0.62 -0.57 0.29  0.2664
C3 1.07 0.85 0.27  -0.7370
C4 0.30 1.67 1.23  -0.8278
C5 0.44 3.32 0.96  -1.3003
N1 -0.54 -0.81 -0.73  -0.4138
H1 2.66 -0.98 0.35  0.3306
H2 1.61 -2.60 0.20  0.3191
H3 2.69 -1.49 -2.03  0.3729
H4 0.24 -0.68 1.36  0.3629
H5 2.05 0.93 0.61  0.3584
H6 1.17 1.19 -0.79  0.3581
H7 -0.84 1.72 1.12  0.2307
H8 0.40 1.51 2.32  0.4923
H9 -0.39 3.67 0.36  0.3573
H10 0.51 3.63 1.90  0.4088
H11 1.27 3.82 0.47  0.3642
H12 -1.44 -0.89 -0.22  0.3385
H13 -0.46 -1.78 -1.22  0.3732
H14 -0.28 -0.17 -1.55  0.3945
H15 -4.69 -0.27 -0.34  0.3609
H16 -4.81 -1.69 0.65  0.3377
O2 -4.29 -1.32 -0.09  -0.6898

---

Result of the stability comparison: model A is the most stable of them.